58
Properties=species:S:1:pos:R:3 method="wB97M-V/def2-TZVPD" charge=-1 e_tot_ev=-110148.47148 multiplicity=1 homo_lumo_gap_ev=3.823
C -4.193 2.105 -3.968
C -2.853 2.719 -3.623
O -1.901 1.712 -3.140
C -0.616 2.225 -3.041
C 0.455 1.232 -2.866
C 1.686 1.390 -3.536
C 2.233 2.714 -3.676
C 3.563 2.933 -4.010
C 4.420 1.844 -4.236
Br 6.286 2.114 -4.376
C 3.866 0.557 -4.361
C 2.542 0.322 -4.001
O -0.468 3.450 -3.130
H -4.986 2.822 -3.735
H -4.235 1.927 -5.047
H -4.393 1.169 -3.443
H -2.443 3.199 -4.523
H -2.951 3.509 -2.864
H 0.184 0.324 -2.342
H 1.589 3.551 -3.419
H 3.976 3.934 -4.072
H 4.510 -0.241 -4.712
H 2.138 -0.690 -4.032
C -4.206 0.117 -0.612
C -3.871 0.149 0.856
O -2.515 -0.335 0.988
C -2.034 -0.242 2.238
C -0.611 -0.654 2.260
C 0.205 -0.699 1.170
C 1.464 -1.404 1.258
C 1.578 -2.520 2.127
C 2.814 -3.046 2.450
C 3.980 -2.542 1.871
C 5.239 -3.084 2.280
N 6.264 -3.549 2.599
C 3.867 -1.559 0.878
C 2.626 -1.021 0.542
C -0.135 -0.847 3.663
O 0.876 -0.368 4.151
O -1.012 -1.577 4.377
C -0.738 -1.605 5.807
C -1.901 -2.368 6.389
O -2.670 0.158 3.199
H -5.202 0.541 -0.764
H -3.488 0.699 -1.201
H -4.202 -0.915 -0.984
H -3.933 1.157 1.283
H -4.534 -0.501 1.437
H -0.102 -0.186 0.265
H 0.670 -2.974 2.536
H 2.881 -3.831 3.201
H 4.774 -1.197 0.394
H 2.534 -0.271 -0.255
H 0.232 -2.093 5.974
H -0.674 -0.577 6.190
H -1.772 -2.506 7.467
H -2.837 -1.822 6.216
H -1.976 -3.349 5.905